The following is a quantum chemistry calculation of a cluster of 2 separate species, C5H7N3 in total, from OMol25.

```
! RIJCOSX wB97M-V def2-TZVPD def2/J DEFGRID3
* xyz 0 1
C 0.32 1.92 -0.07
C 0.73 -1.57 -0.24
C -0.29 -0.55 -0.15
C -1.72 -0.71 0.11
C -2.77 0.19 0.00
H 1.42 2.52 0.19
H -0.38 2.49 -0.81
H -0.14 2.39 0.93
H 0.67 -2.74 0.03
H -2.15 -1.89 0.85
H -2.57 1.37 -0.54
H -3.73 -0.47 0.16
N 0.48 0.59 -0.02
N 1.83 0.30 0.19
N 1.88 -0.80 0.01
*
```

For the molar mass, the calculation gives 109.1 g mol⁻¹. The total energy is -358.7081 hartree. The calculation puts the LUMO energy at 0.16 eV. For the HOMO energy, the calculation gives -9.0 eV. The frontier orbital gap is 0.33623 hartree. The energy above the lowest of the compared OMol25 structures with the same formula, charge and spin comes out at 8.4427 eV.